1.
The following is a quantum chemistry calculation of a single C5H10O2 molecule in a non-equilibrium geometry, from the OMol25 dataset.

Last column: natural (NBO) charge in e.
Geometry (Å):
C -1.60 -1.50 0.19  -0.63
C -0.60 -0.36 0.01  0.21
C 0.84 -0.73 -0.19  -0.45
C 1.70 0.59 -0.20  -0.07
O 1.30 2.04 0.45  -0.74
C -0.82 1.06 -0.47  -0.24
O -0.86 0.67 0.95  -0.57
H -1.52 -2.30 -0.56  0.21
H -1.43 -1.97 1.17  0.22
H -2.63 -1.13 0.20  0.23
H 0.88 -1.24 -1.17  0.23
H 1.23 -1.48 0.53  0.21
H 1.97 0.83 -1.23  0.20
H 2.54 0.49 0.45  0.20
H 0.65 1.86 1.17  0.50
H -1.81 1.25 -0.88  0.17
H 0.16 1.97 -0.41  0.32

Its HOMO energy is -9.194 eV. The value obtained for the energy is -346.840841 Eh. The value obtained for the energy above the lowest of the compared OMol25 structures with the same formula, charge and spin is 484.64 kJ/mol. As for the total charge: 0. For the orbital gap, the calculation gives 10.13 eV.

***

2.
The following is a quantum chemistry calculation of 14 unconnected molecules or ions with the total composition C24H76N16O14 in a non-equilibrium geometry, from the OMol25 dataset.

Last column: Mulliken charge in e.
Geometry (Å):
C -3.67 0.16 3.77  -0.87
O -3.74 -0.24 2.42  -0.45
H -4.10 -0.63 4.35  0.34
H -4.27 1.05 3.92  0.26
H -2.67 0.25 4.04  0.16
H -2.84 -0.29 2.07  0.05
C -4.11 0.04 -0.92  -0.21
O -5.18 -0.78 -0.82  -0.80
N -4.17 1.22 -1.39  0.00
N -2.92 -0.42 -0.67  1.01
H -5.11 1.67 -1.40  0.31
H -3.31 1.73 -1.69  0.03
H -2.98 -1.16 -0.05  -0.61
H -2.09 0.25 -0.46  -0.77
C -1.47 3.87 -2.73  0.36
O -1.98 3.13 -1.69  -0.18
N -0.51 3.43 -3.51  -0.64
N -1.78 5.10 -2.90  -0.40
H -0.47 2.43 -3.49  0.24
H -0.08 3.88 -4.31  0.23
H -2.50 5.46 -2.32  0.28
H -1.48 5.64 -3.73  0.22
C 1.88 2.58 -0.73  0.48
O 1.60 1.29 -1.12  0.30
N 1.41 3.61 -1.32  -0.24
N 2.89 2.86 0.05  -0.68
H 0.66 3.55 -2.04  -0.09
H 1.69 4.60 -1.12  0.38
H 3.57 2.09 0.08  0.52
H 2.71 2.91 1.09  0.10
C -0.47 0.37 0.95  0.04
O -0.92 0.36 2.24  -0.76
N 0.26 -0.57 0.42  2.95
N -0.88 1.16 -0.08  1.49
H 0.60 -1.28 1.08  -0.10
H 0.94 -0.42 -0.28  -1.71
H -1.52 1.94 0.01  -0.64
H -0.31 1.20 -0.97  -1.57
C -1.22 -2.74 4.47  0.26
O -1.33 -3.29 5.76  -0.86
N -0.54 -1.64 4.28  0.43
N -1.87 -3.27 3.47  -0.25
H 0.02 -1.27 5.01  0.21
H -0.22 -1.40 3.37  -0.59
H -2.55 -4.03 3.67  0.25
H -1.90 -2.84 2.57  -0.15
C -0.92 -0.26 -3.57  -0.02
O -0.27 0.76 -2.97  0.13
N -1.78 -0.98 -2.93  -0.37
N -0.74 -0.66 -4.78  -0.22
H -2.14 -0.65 -2.00  0.63
H -2.49 -1.54 -3.46  0.36
H -0.10 -0.17 -5.44  0.40
H -1.27 -1.45 -5.00  0.14
C 1.40 -3.48 2.32  0.24
O 1.10 -2.08 2.37  -0.05
N 2.57 -3.88 1.95  -0.30
N 0.54 -4.38 2.71  -0.22
H 3.18 -3.14 1.56  0.21
H 2.83 -4.86 1.94  0.20
H -0.42 -4.02 2.97  -0.29
H 0.76 -5.34 2.79  0.21
C 4.18 -0.09 0.95  0.14
O 3.18 -0.96 0.70  -0.32
N 4.62 0.82 0.13  -0.28
N 4.73 -0.01 2.13  -0.53
H 4.27 0.64 -0.82  -0.08
H 5.50 1.29 0.25  0.23
H 4.31 -0.60 2.92  0.33
H 5.65 0.38 2.30  0.20
C -3.04 3.07 2.01  -0.99
C -2.76 4.38 1.30  -0.09
C -1.25 4.47 1.05  -0.87
O -3.32 4.61 0.21  -0.65
H -2.99 2.18 1.38  0.08
H -4.05 3.04 2.39  0.57
H -2.40 2.99 2.85  0.27
H -3.05 5.21 1.92  0.62
H -0.79 3.70 0.46  -0.08
H -0.71 4.61 1.98  0.52
H -0.96 5.29 0.47  0.53
H -2.76 4.13 -0.42  0.29
C 3.30 0.05 -5.24  -1.82
C 2.76 0.35 -3.83  2.76
C 3.80 -0.15 -2.85  -0.56
O 2.60 1.58 -3.67  -0.70
H 2.88 0.58 -6.14  0.42
H 3.08 -0.92 -5.53  0.40
H 4.40 0.25 -5.35  0.36
H 1.80 -0.09 -3.66  -1.14
H 4.15 -1.10 -3.24  0.30
H 3.29 -0.29 -1.92  -1.04
H 4.62 0.55 -2.89  0.65
H 1.93 1.65 -2.94  -0.23
C -1.79 -4.82 0.27  -1.79
C -2.34 -3.44 0.23  1.23
C -3.77 -3.52 0.72  -1.56
O -1.68 -2.57 0.84  3.99
H -0.78 -4.93 -0.09  0.20
H -2.35 -5.46 -0.43  0.44
H -1.75 -5.32 1.26  0.28
H -2.44 -3.11 -0.82  -0.02
H -4.16 -2.52 0.92  0.20
H -3.84 -4.05 1.66  0.40
H -4.39 -3.82 -0.10  0.39
H -1.08 -2.06 0.27  -1.85
C 1.52 -3.34 -1.10  -0.56
C 0.85 -2.83 -2.36  2.66
C 1.48 -3.30 -3.62  -1.68
O -0.34 -3.24 -2.43  -0.69
H 1.76 -4.41 -1.08  0.48
H 0.90 -3.17 -0.23  -0.60
H 2.47 -2.80 -0.99  0.20
H 0.81 -1.71 -2.35  -1.49
H 0.96 -3.00 -4.54  0.29
H 1.70 -4.34 -3.71  0.43
H 2.41 -2.75 -3.70  0.22
H -0.93 -2.44 -2.43  0.17
C 1.20 3.29 2.79  -1.77
C 2.41 2.50 3.40  0.56
C 2.15 1.04 3.82  -1.65
O 3.53 2.46 2.76  -0.78
H 1.45 4.25 2.39  0.51
H 0.43 3.35 3.51  0.61
H 0.76 2.68 1.99  0.42
H 2.65 2.94 4.32  0.43
H 2.95 0.60 4.39  0.53
H 1.93 0.31 2.95  0.31
H 1.20 0.95 4.30  0.49
H 3.85 1.56 2.54  0.34

Its HOMO energy is -7.844 eV. The value obtained for the energy is -2889.358556 Eh. The value obtained for the energy above the lowest of the compared OMol25 structures with the same formula, charge and spin is 1207.76 kJ/mol. As for the total charge: 0. For the orbital gap, the calculation gives 7.61 eV.

***

3.
The following is a quantum chemistry calculation of a single C6H10O2 molecule in a non-equilibrium geometry, from the OMol25 dataset.

Last column: natural (NBO) charge in e.
Geometry (Å):
C 2.65 -0.70 -0.14  -0.62
C 1.29 -0.04 0.31  0.13
C -0.05 -0.68 -0.19  -0.46
C -0.94 0.55 -0.01  -0.14
C -2.46 0.50 0.10  -0.08
O -2.90 -0.79 -0.21  -0.70
C -0.10 1.64 -0.12  0.14
O 1.18 1.26 -0.17  -0.51
H 3.43 -0.02 0.12  0.22
H 2.58 -0.84 -1.20  0.21
H 2.79 -1.54 0.48  0.21
H 1.32 -0.03 1.43  0.16
H -0.30 -1.60 0.34  0.21
H 0.08 -0.86 -1.28  0.21
H -2.86 0.75 1.11  0.17
H -2.96 1.07 -0.70  0.19
H -2.46 -1.38 0.40  0.46
H -0.31 2.70 -0.27  0.20

Its HOMO energy is -8.131 eV. The value obtained for the energy is -385.037722 Eh. The value obtained for the energy above the lowest of the compared OMol25 structures with the same formula, charge and spin is 169.80 kJ/mol. As for the total charge: 0. For the orbital gap, the calculation gives 9.01 eV.

***

4.
The following is a quantum chemistry calculation of a molecular structure, C34H60BeBrN2O6Si3Te in a non-equilibrium geometry, from the OMol25 dataset.

Last column: Mulliken charge in e.
Geometry (Å):
Be -0.06 0.17 0.39  -1.20
C 0.98 2.48 1.80  -1.29
O 0.03 1.40 1.74  0.60
C -1.17 1.53 2.41  0.24
C -1.40 2.42 3.43  -0.02
C -2.65 2.39 4.05  -0.77
Br -3.02 3.61 5.44  -0.13
C -3.62 1.48 3.67  -0.48
C -3.38 0.57 2.63  0.44
C -2.14 0.63 2.00  1.01
O -1.78 -0.20 0.93  -0.82
C -4.42 -0.39 2.29  -0.20
N -5.63 -0.33 2.78  -0.69
C -6.30 -1.41 2.27  0.47
C -7.61 -1.84 2.48  -0.75
C -8.01 -3.01 1.87  -0.50
C -7.14 -3.74 1.04  -0.55
C -5.85 -3.33 0.81  -0.93
C -5.44 -2.16 1.44  0.72
N -4.25 -1.47 1.46  0.61
H 1.46 2.51 2.78  0.38
H 0.50 3.43 1.58  0.32
H 1.72 2.27 1.03  0.39
H -0.65 3.12 3.76  0.66
H -4.58 1.43 4.16  0.68
H -2.27 0.09 0.13  -0.59
H -8.28 -1.27 3.11  0.46
H -9.02 -3.38 2.02  0.39
H -7.50 -4.65 0.57  0.40
H -5.18 -3.89 0.16  0.42
H -3.40 -1.76 1.02  -0.04
C -0.17 3.35 -4.81  -1.53
C 0.69 3.20 -3.55  1.60
C 1.68 2.05 -3.72  -1.42
C 1.41 4.50 -3.24  -1.76
O -0.16 2.93 -2.42  0.06
Si -1.05 1.66 -1.98  -1.70
O -0.25 0.73 -0.93  1.81
O -2.36 2.13 -1.11  1.23
C -2.98 3.41 -0.86  1.45
C -3.17 4.21 -2.15  -1.63
C -2.11 4.20 0.11  -1.18
C -4.33 3.09 -0.22  -1.59
O -1.46 0.74 -3.25  -0.16
C -2.62 -0.02 -3.59  1.94
C -3.77 0.91 -3.95  -1.30
C -3.02 -0.91 -2.42  -1.11
C -2.24 -0.87 -4.80  -1.87
H 0.46 3.54 -5.67  0.54
H -0.86 4.19 -4.69  0.37
H -0.75 2.44 -4.98  0.08
H 2.36 2.25 -4.55  0.64
H 1.15 1.12 -3.91  0.12
H 2.27 1.94 -2.81  0.27
H 2.08 4.76 -4.06  0.43
H 1.99 4.40 -2.33  0.31
H 0.68 5.30 -3.11  0.35
H -2.21 4.38 -2.62  0.19
H -3.63 5.17 -1.91  0.53
H -3.82 3.68 -2.85  0.32
H -1.10 4.28 -0.30  -0.03
H -2.08 3.70 1.08  0.18
H -2.51 5.20 0.25  0.64
H -4.97 2.55 -0.93  0.32
H -4.84 4.01 0.06  0.43
H -4.20 2.47 0.67  0.23
H -4.05 1.51 -3.08  -0.08
H -4.65 0.34 -4.28  0.56
H -3.47 1.59 -4.76  0.33
H -3.38 -0.29 -1.59  -0.19
H -2.16 -1.50 -2.09  0.19
H -3.82 -1.59 -2.71  0.65
H -1.94 -0.22 -5.63  0.40
H -3.08 -1.48 -5.12  0.41
H -1.39 -1.52 -4.55  0.38
C 1.77 -3.29 5.63  -1.09
Si 1.42 -1.78 4.57  0.23
C 2.94 -0.65 4.56  -0.95
C -0.12 -0.84 5.12  -0.39
C 1.07 -2.38 2.78  -1.02
Te 1.81 -1.09 1.22  -0.30
C 2.31 -2.63 -0.19  -0.93
Si 4.13 -2.34 -0.73  0.11
C 4.21 -0.56 -1.34  -0.79
C 4.63 -3.54 -2.08  -1.03
C 5.20 -2.59 0.81  -0.97
H 1.91 -3.00 6.67  0.33
H 2.68 -3.79 5.30  0.31
H 0.95 -4.01 5.60  0.34
H 3.10 -0.19 5.54  0.38
H 2.85 0.15 3.83  0.27
H 3.83 -1.22 4.31  0.30
H 0.03 -0.36 6.09  0.43
H -0.97 -1.53 5.22  0.31
H -0.40 -0.07 4.40  -0.14
H 0.01 -2.56 2.63  0.60
H 1.60 -3.32 2.60  0.58
H 1.62 -2.58 -1.03  0.48
H 2.18 -3.59 0.31  0.56
H 3.36 -0.34 -1.99  0.03
H 5.12 -0.39 -1.92  0.49
H 4.21 0.15 -0.51  0.36
H 4.01 -3.44 -2.98  0.32
H 4.57 -4.58 -1.75  0.32
H 5.67 -3.34 -2.37  0.32
H 4.87 -1.95 1.63  0.23
H 6.24 -2.35 0.60  0.38
H 5.17 -3.62 1.15  0.32

Its HOMO energy is -10.580 eV. The value obtained for the energy is -5617.991800 Eh. The value obtained for the energy above the lowest of the compared OMol25 structures with the same formula, charge and spin is 0.00 kJ/mol. As for the total charge: +1. For the orbital gap, the calculation gives 8.10 eV.